Here is 2 unconnected molecules or ions with the total composition C7H9P from OMol25. Energies are from the ωB97M-V functional and the def2-TZVPD basis.

E_LUMO	0.62	eV
energy above the lowest of the compared OMol25 structures with the same formula, charge and spin	60.50	kcal/mol

```
! RIJCOSX wB97M-V def2-TZVPD def2/J DEFGRID3
* xyz 0 1
P -0.818 1.319 2.242
C 0.144 0.178 1.594
C 1.118 0.699 0.598
C -1.355 -0.732 -1.344
C -0.187 -3.010 -1.413
C -0.968 -1.862 -1.350
C 0.990 2.000 0.415
C -0.128 2.624 1.202
H -0.858 2.978 0.516
H 1.893 0.180 0.141
H 0.177 3.645 1.666
H 0.876 -2.769 -1.541
H -0.492 -3.489 -0.492
H 0.188 -0.891 1.869
H -0.261 -3.617 -2.264
H 1.565 2.548 -0.294
H -1.884 0.197 -1.546
*
```

Here is C7H9PS in the gas phase from OMol25. Energies are from the ωB97M-V functional and the def2-TZVPD basis.

E_LUMO (alpha / beta)	-0.49 / -0.49	eV
energy above the lowest of the compared OMol25 structures with the same formula, charge and spin	85.84	kcal/mol

```
! RIJCOSX wB97M-V def2-TZVPD def2/J DEFGRID3
* xyz 0 1
S -1.840 -0.108 4.168
P -1.369 -1.016 1.232
C -0.365 0.369 -0.708
C -1.395 -1.239 3.136
C -1.617 0.019 -0.314
C 0.728 -0.242 -0.066
C 2.152 -0.042 -0.598
C -0.155 1.475 -1.794
C 0.368 -1.038 0.971
H 2.462 0.954 -0.804
H 2.940 -0.305 0.100
H 0.264 1.133 -2.727
H 0.416 2.429 -1.354
H -2.527 0.477 -0.640
H 2.032 -0.823 -1.438
H -1.984 -2.234 1.060
H 1.055 -1.558 1.716
H -1.166 1.751 -1.941
*
```

Here is a molecular structure, C80H180F4N2O8P5S4 from OMol25. Energies are from the ωB97M-V functional and the def2-TZVPD basis.

E_LUMO	-4.76	eV
energy above the lowest of the compared OMol25 structures with the same formula, charge and spin	0.00	kcal/mol

```
! RIJCOSX wB97M-V def2-TZVPD def2/J DEFGRID3
* xyz 3 1
S 0.464 4.047 34.022
S -0.477 -1.421 38.064
S 1.625 -2.500 39.466
S 1.068 2.691 36.329
P 4.439 6.124 32.342
P -2.262 -1.236 33.643
P 5.139 2.399 39.765
P -1.756 1.182 26.760
P -3.240 5.246 37.642
F 1.677 -3.975 39.804
F 0.247 2.390 37.428
F -1.019 4.306 33.558
F -1.912 -2.266 38.495
O 0.937 3.020 33.147
O 2.267 3.409 36.804
O -0.747 -1.077 36.670
O 2.910 -2.090 39.061
O -0.434 -0.273 38.992
O 1.083 5.288 33.945
O 1.297 1.454 35.597
O 1.065 -1.937 40.601
N 0.600 -2.498 38.196
N 0.061 3.664 35.535
C 7.998 5.863 30.095
C -0.063 2.633 30.286
C -4.558 1.133 31.669
C -2.763 1.154 40.957
C 4.617 0.172 36.346
C 3.661 -0.940 35.948
C 2.085 -1.761 24.582
C -5.793 3.816 33.692
C -1.252 7.189 38.244
C 0.115 7.501 38.890
C 4.023 8.306 34.068
C -3.141 -0.483 35.037
C 0.219 -0.454 25.692
C 6.707 7.346 38.194
C -3.246 -0.938 32.119
C -1.078 -5.119 34.656
C 2.225 8.404 35.945
C -2.826 2.990 39.275
C -2.324 -3.052 33.773
C -1.520 2.603 25.758
C 0.125 -1.289 32.379
C -4.617 -0.880 35.037
C 4.165 4.355 32.290
C -1.580 5.627 38.243
C -5.817 0.961 26.207
C -3.141 0.501 31.599
C 1.916 2.465 42.820
C -3.076 1.499 39.508
C 3.408 6.911 31.104
C 1.464 2.561 30.097
C 8.456 4.479 30.651
C -5.328 7.385 40.622
C -5.595 0.608 30.635
C 0.579 -1.663 24.805
C -2.278 3.881 26.158
C 4.968 4.172 40.001
C -1.277 -0.257 25.790
C -0.670 1.317 28.204
C -4.808 3.854 34.831
C -4.630 6.265 38.429
C 5.759 5.011 38.959
C -4.938 -0.773 37.596
C -5.378 -0.298 36.243
C 2.541 1.925 40.425
C -1.397 -3.683 34.873
C -4.508 5.299 35.188
C -0.272 7.320 30.044
C 6.493 6.197 30.310
C 1.928 7.007 31.403
C 3.962 1.524 40.770
C -0.820 2.598 28.959
C 7.113 0.470 40.096
C -4.596 6.187 40.006
C 1.568 -0.737 32.174
C -3.216 5.566 35.891
C -4.304 0.866 25.932
C 4.084 1.333 32.784
C 1.158 7.831 30.391
C 8.561 0.214 40.572
C -3.441 1.114 27.211
C 8.966 -1.255 40.213
C -4.712 8.721 40.434
C 4.848 3.682 33.488
C 5.799 6.553 39.160
C -1.835 5.023 25.254
C -0.463 -5.401 33.298
C 5.299 2.206 33.167
C -6.117 2.399 26.495
C 2.244 -1.205 30.908
C 4.055 6.769 33.979
C 4.473 0.554 37.786
C -2.197 6.388 25.815
C 6.780 1.941 40.322
C -0.591 -0.576 33.531
C 1.573 1.640 41.551
C 6.165 6.377 31.824
C -3.398 3.483 37.919
C 0.035 7.304 40.404
C 3.677 8.740 35.512
C 4.989 1.995 38.005
H -5.564 5.859 38.031
H -0.606 8.001 40.915
H 0.237 -2.597 25.211
H 8.600 6.651 30.533
H 3.894 4.398 39.844
H 0.301 8.551 38.623
H 3.402 1.778 32.034
H 4.408 1.064 35.717
H -1.905 2.805 29.065
H -0.422 -5.399 35.468
H 0.850 6.896 38.411
H 6.448 7.375 32.160
H 5.813 1.766 34.029
H -2.919 3.022 37.040
H 1.647 -0.947 29.995
H 5.427 4.814 37.939
H -2.173 4.849 24.221
H 9.516 4.244 30.467
H -5.079 -1.842 37.665
H -6.305 0.674 25.276
H -5.287 0.770 36.161
H 4.365 0.354 32.487
H 9.237 0.896 40.074
H -1.933 -5.781 34.837
H 2.163 -1.062 33.046
H -3.866 -0.691 37.737
H -0.940 0.467 28.796
H -0.173 -6.439 33.259
H -1.319 6.761 26.354
H -3.364 3.646 26.076
H 8.308 4.305 31.722
H 5.634 0.022 36.052
H -5.920 2.733 27.519
H -0.411 2.783 25.821
H -3.059 6.673 35.873
H -0.889 5.127 37.538
H 3.924 -1.317 34.979
H 0.486 -4.834 33.258
H -1.855 -3.597 35.875
H -4.763 -1.957 35.018
H 1.667 7.323 32.428
H -4.503 2.210 31.541
H 6.715 5.700 32.484
H 1.824 3.554 29.812
H -7.175 2.661 26.421
H -5.417 4.228 32.761
H 4.530 4.044 31.286
H -3.132 6.306 26.355
H -5.501 -0.213 38.350
H -0.498 -3.073 34.861
H -2.164 4.156 27.213
H 3.477 1.125 33.685
H -3.592 2.082 27.679
H 5.913 5.384 29.944
H -2.539 -0.782 35.907
H -5.142 5.284 40.328
H -5.365 1.048 29.663
H -0.473 6.366 40.645
H -5.375 9.436 40.910
H 1.749 7.785 29.483
H -2.039 7.720 38.749
H -3.567 0.330 27.971
H 6.452 -0.220 40.623
H -6.428 -0.555 36.149
H 2.099 7.345 36.060
H -5.545 -0.484 30.608
H -2.755 0.560 30.577
H 2.620 -0.635 35.840
H -0.372 3.369 28.290
H -3.721 8.879 40.886
H -2.976 0.603 34.993
H 3.216 -0.767 30.753
H 1.511 0.581 41.739
H 8.211 5.934 29.034
H 5.993 2.286 32.339
H 1.595 8.798 35.135
H 8.671 0.392 41.670
H 0.208 -2.339 32.584
H -0.747 4.996 25.178
H -2.443 1.113 32.184
H -4.971 0.985 32.697
H 2.501 2.974 40.135
H 4.783 6.411 34.718
H 2.182 1.385 39.547
H 1.994 2.217 30.977
H -0.352 1.719 30.821
H 3.188 8.731 33.454
H 6.823 4.657 38.823
H -3.378 -3.274 33.965
H 9.891 -1.491 40.671
H -4.585 5.890 34.273
H -4.432 3.218 37.702
H -4.602 7.314 38.097
H -2.364 7.070 24.959
H 0.631 -0.708 26.660
H -6.349 7.427 40.234
H 0.609 2.001 41.185
H -3.282 3.599 40.107
H -3.546 6.240 40.319
H -4.103 1.188 39.312
H -3.856 3.341 34.520
H -5.551 3.052 25.807
H -1.761 3.196 39.373
H 1.291 2.242 43.688
H 4.247 1.784 41.782
H 6.069 6.858 40.169
H 7.754 7.012 38.286
H 1.828 1.888 29.313
H 2.337 -0.841 24.032
H 6.021 2.211 37.603
H 0.102 -1.687 23.828
H 0.708 0.438 25.271
H 6.711 8.427 38.340
H 4.897 -0.237 38.420
H 6.445 7.102 37.150
H -1.734 2.348 24.693
H -4.065 1.639 25.222
H 1.979 8.952 36.888
H 7.952 3.612 30.178
H -1.807 -0.178 24.830
H 7.149 0.269 39.003
H 4.752 6.866 39.115
H -1.975 -3.466 32.854
H -6.143 0.272 27.015
H -0.574 0.532 33.345
H -0.532 7.912 29.166
H 3.591 6.428 30.162
H 2.449 -2.298 30.893
H 1.844 3.537 42.577
H 7.534 2.542 39.796
H -0.315 3.487 30.930
H -5.141 3.355 35.736
H 4.374 8.257 36.208
H -1.088 -5.199 32.440
H -5.310 5.749 35.746
H -5.086 -0.456 34.156
H 1.167 8.894 30.597
H 4.223 2.664 37.613
H -2.354 5.041 35.505
H 3.801 7.900 31.053
H 1.531 0.341 32.218
H 5.271 4.448 41.025
H 4.112 0.453 40.667
H -0.496 -1.098 31.493
H 1.019 7.235 40.901
H -2.448 0.970 38.821
H -0.916 7.712 30.848
H 0.359 1.096 27.904
H 5.041 8.655 33.733
H -2.889 -1.677 31.403
H 3.422 0.497 38.074
H -6.626 4.496 33.975
H 8.295 -1.964 40.721
H -1.588 5.231 39.246
H -6.595 0.992 30.922
H 3.604 -1.732 36.693
H 5.672 4.326 33.775
H -4.047 -0.109 25.565
H 6.795 2.191 41.397
H -3.569 1.493 41.603
H 3.075 6.402 34.283
H -6.208 2.813 33.600
H 2.414 -2.623 24.028
H 2.916 2.200 43.045
H -2.529 0.116 41.096
H -5.396 7.170 41.677
H -1.774 -1.043 26.365
H -4.650 8.951 39.372
H -1.818 1.643 41.228
H 8.877 -1.317 39.116
H 3.763 9.825 35.602
H 4.149 3.756 34.322
H -0.332 6.256 29.779
H 1.468 5.993 31.417
H 6.321 7.137 29.808
H -4.249 -1.249 32.346
H 3.065 4.229 32.286
H -1.358 7.585 37.232
H 2.600 -1.730 25.556
H -0.071 -0.723 34.469
*
```